A structure of composition C11H27BrN5O3Y in a non-equilibrium geometry, computed with wB97M-V/def2-TZVPD.

Cartesian coordinates (Å):
Y -1.004 2.709 -3.488
Br 0.345 0.207 -3.323
C -0.608 -2.218 -0.231
C -0.671 -1.338 1.029
C -0.545 -2.220 2.279
C 0.869 -2.696 2.504
C 1.837 -1.511 2.569
C 1.770 -0.570 1.364
N 0.368 -0.325 1.086
O 0.207 0.658 0.080
C 2.448 0.744 1.731
C 2.542 -1.232 0.199
C -2.003 -0.658 1.047
H 0.290 -2.831 -0.264
H -1.500 -2.815 -0.401
H -0.481 -1.574 -1.120
H -1.048 -1.820 3.161
H -1.165 -3.104 2.051
H 0.965 -3.286 3.414
H 1.151 -3.363 1.684
H 2.846 -1.921 2.683
H 1.659 -0.939 3.485
H 2.181 1.061 2.742
H 2.096 1.576 1.111
H 3.532 0.679 1.656
H 2.228 -2.245 -0.029
H 3.598 -1.269 0.466
H 2.454 -0.641 -0.726
H -2.207 -0.080 0.142
H -2.804 -1.392 1.180
H -2.108 0.044 1.880
H 0.544 0.292 -0.756
C -3.719 0.544 -2.781
O -2.863 1.484 -2.876
N -5.019 0.829 -2.808
N -3.296 -0.718 -2.603
H -5.283 1.791 -2.932
H -5.739 0.149 -2.635
H -2.307 -0.921 -2.565
H -3.920 -1.502 -2.712
C 1.548 3.736 -1.301
O 0.710 3.458 -2.251
N 2.302 2.747 -0.796
N 1.573 4.954 -0.765
H 2.955 2.923 -0.050
H 2.162 1.805 -1.125
H 0.888 5.653 -0.986
H 2.222 5.143 -0.019

Atomic forces in eV per Å
1.3490 -3.2397 2.2778
-0.9129 1.7926 -0.5225
0.7409 0.6039 -0.8087
0.2746 -0.5561 0.0485
-0.8323 -1.1710 -0.4132
0.3925 0.4188 -0.0931
0.1093 -0.5101 0.6326
0.4521 -0.9830 -0.1588
-0.2652 1.1168 0.5740
0.0701 0.0226 -0.4365
-0.2653 0.8178 0.1860
0.0292 0.4872 -0.1777
-1.2101 0.6618 0.3191
-0.2343 -0.3733 0.1983
-0.0178 -0.1449 0.2585
-0.2430 -0.0285 0.1815
0.4433 0.5706 0.0003
0.1178 0.1207 0.0707
-0.1070 0.0088 0.0521
0.0583 0.0011 0.0416
0.0487 0.2618 -0.1860
-0.2075 -0.0029 -0.0909
0.0894 -0.2458 0.0405
0.0658 -0.5096 0.0790
0.0407 -0.1057 0.0833
-0.1052 -0.0471 0.0786
0.0287 -0.0062 -0.1179
0.0842 -0.1089 0.0532
0.0772 -0.1515 -0.0835
0.1012 -0.0451 -0.1532
0.2560 -0.0873 0.0045
-0.1733 -0.2659 0.0770
0.0586 -1.2641 0.4715
1.5394 1.9685 -0.7660
0.4046 0.1091 -0.1243
-0.3478 0.6321 -0.3463
-0.1416 -0.0008 0.0219
0.0018 -0.0851 -0.0026
0.0498 0.1835 -0.0085
-0.0770 0.0282 0.1417
-0.4075 -1.2258 0.5876
-1.4555 0.1815 -0.7767
-0.4041 1.4616 -0.9852
0.4817 -0.3923 -0.0079
0.0156 -0.1446 -0.0166
0.0844 0.0404 -0.0101
0.0222 0.0332 -0.2310
-0.0794 0.1724 0.0375

Results
Charge: +2
Kohn-Sham gap: 4.40 eV

Results of the Löwdin charge analysis, in e, for atoms 1 through 2:
1. Y 1.715
2. Br 0.087